1.
Molecular formula: C70H62IO14P
Method: DFT, ωB97M-V/def2-TZVPD

Summary:
SMILES: CCOP(=O)(CCCCOCCO[C@@H](O)[C@@H](I)CC)OCC.O=C1c2ccccc2C(=O)c2ccccc21.O=C1c2ccccc2C(=O)c2ccccc21.O=C1c2ccccc2C(=O)c2ccccc21.O=C1c2ccccc2C(=O)c2ccccc21
Lowest unoccupied orbital energy: -0.0484 Ha
Orbital gap: 0.281 Ha

XYZ file:
```
148
Properties=species:S:1:pos:R:3:lowdin_charge:R:1
C 5.195 -0.776 9.051 -0.103
C 5.077 -0.720 7.384 -0.288
O 6.241 -0.027 6.809 -0.287
P 6.064 0.259 5.099 0.789
O 4.550 0.500 4.704 -0.444
C 6.996 1.898 4.611 -0.209
C 5.836 3.063 4.489 -0.252
C 6.421 4.586 4.285 -0.168
C 5.106 5.573 4.029 -0.204
O 4.018 5.362 5.013 -0.220
C 2.850 4.713 4.398 -0.173
C 1.471 4.802 5.327 -0.139
O 0.828 3.483 5.436 -0.167
C -0.236 3.290 4.439 -0.381
O -0.053 4.025 3.178 -0.119
C -0.354 1.679 4.005 -0.588
I 1.532 1.049 3.011 0.849
C -0.779 0.710 5.261 -0.285
C -0.541 -0.903 4.928 -0.180
O 6.685 -1.005 4.073 -0.301
C 5.615 -1.794 3.443 -0.282
C 6.326 -2.938 2.451 -0.099
H 6.317 -0.754 9.389 0.080
H 4.561 0.112 9.533 0.087
H 4.736 -1.788 9.482 0.083
H 5.017 -1.857 7.046 0.119
H 4.041 -0.218 7.161 0.121
H 7.780 2.105 5.484 0.108
H 7.535 1.687 3.569 0.114
H 5.156 2.843 3.537 0.125
H 5.134 2.993 5.427 0.122
H 7.117 4.956 5.155 0.116
H 7.051 4.645 3.273 0.123
H 5.435 6.717 4.103 0.132
H 4.721 5.429 2.914 0.129
H 2.600 5.099 3.304 0.134
H 3.084 3.546 4.301 0.094
H 1.864 5.069 6.422 0.146
H 0.760 5.680 5.023 0.139
H -1.279 3.637 4.891 0.176
H -0.361 3.406 2.450 0.076
H -1.194 1.521 3.171 0.101
H -1.955 0.826 5.386 0.117
H -0.285 1.030 6.295 0.125
H 0.614 -1.146 5.051 0.047
H -1.171 -1.568 5.671 0.080
H -0.889 -1.053 3.797 0.081
H 4.908 -1.170 2.726 0.127
H 4.999 -2.422 4.248 0.111
H 6.266 -2.509 1.342 0.084
H 7.432 -3.169 2.783 0.087
H 5.643 -3.899 2.497 0.076
O -0.696 -6.666 8.188 0.097
C 0.005 -6.784 7.190 -0.279
C 0.844 -5.660 6.728 -0.084
C 0.853 -4.459 7.449 0.009
C 1.674 -3.407 7.042 -0.061
C 2.487 -3.549 5.918 -0.062
C 2.466 -4.739 5.188 0.013
C 1.638 -5.794 5.590 -0.084
C 1.610 -7.042 4.801 -0.278
O 2.266 -7.139 3.771 0.097
C 0.786 -8.172 5.274 -0.086
C 0.780 -9.373 4.552 0.006
C 0.031 -10.459 5.010 -0.058
C -0.711 -10.349 6.185 -0.058
C -0.718 -9.148 6.898 0.006
C 0.028 -8.055 6.438 -0.086
H 0.225 -4.343 8.331 0.122
H 1.683 -2.476 7.606 0.109
H 3.136 -2.734 5.608 0.083
H 3.100 -4.841 4.308 0.117
H 1.361 -9.468 3.636 0.122
H 0.030 -11.392 4.450 0.108
H -1.288 -11.198 6.547 0.108
H -1.303 -9.069 7.813 0.121
O -7.683 3.343 -0.485 0.102
C -6.522 3.036 -0.246 -0.277
C -5.528 4.074 0.095 -0.083
C -5.923 5.416 0.165 0.009
C -4.999 6.398 0.526 -0.053
C -3.682 6.044 0.818 -0.051
C -3.282 4.709 0.731 0.010
C -4.205 3.723 0.363 -0.083
C -3.769 2.316 0.257 -0.298
O -2.595 2.016 0.439 0.077
C -4.767 1.277 -0.065 -0.111
C -4.370 -0.066 -0.132 -0.010
C -5.312 -1.059 -0.402 -0.049
C -6.649 -0.717 -0.604 -0.048
C -7.044 0.622 -0.551 0.012
C -6.099 1.622 -0.286 -0.083
H -6.951 5.699 -0.056 0.123
H -5.308 7.439 0.584 0.109
H -2.965 6.807 1.111 0.111
H -2.251 4.441 0.956 0.111
H -3.329 -0.341 0.029 0.125
H -5.004 -2.101 -0.450 0.111
H -7.385 -1.492 -0.805 0.110
H -8.089 0.881 -0.713 0.123
O -5.748 -0.556 -5.724 0.099
C -4.576 -0.884 -5.861 -0.276
C -4.164 -1.727 -7.002 -0.082
C -5.118 -2.136 -7.942 0.010
C -4.729 -2.900 -9.044 -0.055
C -3.391 -3.255 -9.210 -0.056
C -2.441 -2.863 -8.265 0.009
C -2.830 -2.103 -7.155 -0.090
C -1.822 -1.708 -6.151 -0.298
O -0.660 -2.084 -6.257 0.081
C -2.230 -0.849 -5.022 -0.091
C -1.274 -0.438 -4.083 0.002
C -1.644 0.401 -3.032 -0.037
C -2.965 0.833 -2.915 -0.049
C -3.922 0.414 -3.841 0.021
C -3.555 -0.434 -4.895 -0.080
H -6.163 -1.858 -7.822 0.122
H -5.470 -3.213 -9.776 0.108
H -3.085 -3.839 -10.076 0.108
H -1.399 -3.148 -8.399 0.123
H -0.240 -0.768 -4.171 0.118
H -0.900 0.722 -2.306 0.114
H -3.251 1.496 -2.101 0.087
H -4.952 0.753 -3.741 0.124
O -2.620 1.607 -9.650 0.097
C -1.506 1.943 -10.033 -0.278
C -0.311 1.637 -9.220 -0.080
C -0.453 0.940 -8.013 0.020
C 0.675 0.612 -7.260 -0.044
C 1.945 0.977 -7.708 -0.046
C 2.087 1.688 -8.901 0.007
C 0.956 2.024 -9.655 -0.088
C 1.115 2.791 -10.907 -0.279
O 2.222 3.178 -11.261 0.095
C -0.077 3.079 -11.729 -0.086
C 0.067 3.775 -12.937 0.006
C -1.049 4.023 -13.737 -0.060
C -2.309 3.578 -13.336 -0.059
C -2.456 2.896 -12.126 0.006
C -1.338 2.651 -11.318 -0.086
H -1.440 0.646 -7.661 0.113
H 0.564 0.066 -6.325 0.087
H 2.825 0.711 -7.127 0.109
H 3.080 1.974 -9.241 0.121
H 1.047 4.121 -13.259 0.121
H -0.935 4.560 -14.676 0.107
H -3.177 3.762 -13.964 0.107
H -3.443 2.555 -11.818 0.121
```

2.
Molecular formula: C70H65N3O8S2Ti
Method: DFT, ωB97M-V/def2-TZVPD

Summary:
Lowest unoccupied orbital energy (alpha / beta): -0.0741 / -0.0896 Ha
⟨S²⟩: 0.761
Charge: +1
Multiplicity: 2
Orbital gap (alpha / beta): 0.221 / 0.299 Ha

XYZ file:
```
149
Properties=species:S:1:pos:R:3:lowdin_charge:R:1
Ti 0.637 -0.435 -0.101 1.114
C -0.569 -3.895 -2.651 -0.045
O -1.172 -2.650 -3.047 0.023
C -0.858 -1.750 -2.098 -0.349
N 0.022 -2.137 -1.199 0.058
C 0.385 -3.534 -1.493 -0.217
C 0.223 -4.456 -0.309 -0.194
C 1.192 -5.401 0.003 -0.029
C 1.017 -6.252 1.086 -0.075
C -0.130 -6.162 1.861 -0.064
C -1.110 -5.232 1.541 -0.055
C -0.933 -4.386 0.459 -0.030
C -1.475 -0.487 -2.106 -0.215
C -2.369 -0.126 -3.133 0.000
C -3.008 1.073 -3.080 -0.042
C -2.792 1.885 -1.944 -0.002
C -1.911 1.494 -0.971 -0.182
N -1.169 0.345 -1.033 0.062
C -1.817 2.355 0.226 -0.332
N -1.132 2.137 1.267 0.176
C -1.431 3.221 2.215 -0.235
C -2.337 4.180 1.402 -0.054
O -2.570 3.481 0.169 -0.004
C -2.114 2.725 3.471 -0.189
C -2.054 3.493 4.629 -0.043
C -2.724 3.093 5.775 -0.080
C -3.450 1.910 5.778 -0.084
C -3.509 1.137 4.627 -0.066
C -2.849 1.547 3.477 -0.023
H -0.055 -4.319 -3.511 0.130
H -1.361 -4.570 -2.325 0.135
H 1.415 -3.581 -1.849 0.124
H 2.092 -5.471 -0.595 0.102
H 1.780 -6.981 1.326 0.108
H -0.260 -6.815 2.714 0.109
H -2.008 -5.156 2.138 0.099
H -1.694 -3.655 0.217 0.117
H -2.541 -0.832 -3.933 0.124
H -3.695 1.379 -3.855 0.111
H -3.327 2.813 -1.813 0.121
H -0.497 3.711 2.500 0.128
H -1.862 5.132 1.169 0.110
H -3.296 4.357 1.885 0.135
H -1.477 4.411 4.634 0.116
H -2.671 3.700 6.670 0.104
H -3.962 1.589 6.675 0.103
H -4.062 0.207 4.624 0.103
H -2.889 0.940 2.584 0.102
O 1.434 1.673 -0.077 -0.571
S 1.772 3.039 0.441 1.052
C 3.372 3.466 -0.314 -0.275
C 3.470 3.333 -1.833 -0.183
C 3.524 1.876 -2.337 -0.219
C 2.789 1.650 -3.662 -0.252
S 1.473 0.348 -3.520 1.073
O 1.436 0.054 -2.048 -0.604
C 2.296 -1.061 -4.227 -0.378
C 1.678 -1.724 -5.274 -0.076
C 2.273 -2.869 -5.790 -0.063
C 3.463 -3.333 -5.250 -0.055
C 4.067 -2.665 -4.189 -0.066
C 3.481 -1.526 -3.666 -0.064
C 0.766 4.197 -0.473 -0.385
C 0.612 5.482 0.025 -0.087
C -0.138 6.397 -0.699 -0.067
C -0.727 6.019 -1.899 -0.053
C -0.569 4.727 -2.381 -0.047
C 0.183 3.807 -1.667 -0.086
H 4.099 2.834 0.200 0.057
H 3.524 4.499 0.011 0.104
H 4.371 3.865 -2.147 0.124
H 2.634 3.866 -2.291 0.095
H 3.072 1.231 -1.585 0.065
H 4.563 1.558 -2.431 0.111
H 3.435 1.345 -4.483 0.096
H 2.234 2.536 -3.976 0.081
H 0.744 -1.353 -5.679 0.114
H 1.805 -3.397 -6.610 0.113
H 3.923 -4.225 -5.655 0.113
H 4.990 -3.036 -3.764 0.108
H 3.922 -1.014 -2.820 0.109
H 1.065 5.765 0.969 0.120
H -0.269 7.403 -0.324 0.114
H -1.320 6.733 -2.455 0.113
H -1.040 4.430 -3.310 0.116
H 0.310 2.787 -2.010 0.106
C 3.252 -4.690 3.885 0.032
C 2.766 -3.277 4.140 -0.555
C 2.850 -2.863 5.596 0.032
O 3.530 -2.392 3.332 -0.006
C 2.672 -1.556 2.589 -0.150
C 1.327 -2.307 2.578 -0.119
O 1.417 -3.140 3.708 -0.010
C 0.071 -1.378 2.694 -0.276
O -0.103 -0.836 1.396 -0.216
C -1.225 -2.132 3.038 -0.115
C -2.349 -1.901 2.245 -0.044
C -3.566 -2.506 2.525 -0.073
C -3.690 -3.352 3.617 -0.089
C -2.580 -3.591 4.411 -0.073
C -1.359 -2.997 4.123 -0.045
C 0.365 -0.246 3.693 -0.109
C 1.061 0.883 3.264 -0.070
C 1.468 1.860 4.155 -0.079
C 1.173 1.738 5.506 -0.073
C 0.459 0.636 5.941 -0.060
C 0.058 -0.347 5.044 -0.007
C 3.318 -1.211 1.217 -0.294
O 2.283 -0.846 0.328 -0.207
C 4.118 -2.380 0.638 -0.132
C 3.734 -2.966 -0.552 -0.038
C 4.481 -3.996 -1.115 -0.094
C 5.627 -4.445 -0.484 -0.074
C 6.038 -3.836 0.699 -0.056
C 5.298 -2.806 1.250 -0.013
C 4.276 -0.009 1.317 -0.110
C 4.434 0.778 2.451 -0.003
C 5.367 1.812 2.472 -0.062
C 6.159 2.069 1.366 -0.092
C 6.002 1.292 0.222 -0.084
C 5.067 0.273 0.202 -0.030
H 4.315 -4.759 4.112 0.096
H 3.092 -4.943 2.836 0.082
H 2.704 -5.393 4.512 0.095
H 3.885 -2.919 5.934 0.096
H 2.240 -3.525 6.210 0.096
H 2.489 -1.840 5.709 0.083
H 2.531 -0.630 3.139 0.111
H 1.205 -2.906 1.665 0.160
H -2.267 -1.242 1.393 0.107
H -4.420 -2.310 1.889 0.108
H -4.638 -3.821 3.844 0.105
H -2.656 -4.254 5.264 0.109
H -0.507 -3.233 4.739 0.108
H 1.298 0.990 2.216 0.073
H 2.023 2.718 3.791 0.102
H 1.488 2.499 6.209 0.107
H 0.204 0.534 6.988 0.110
H -0.505 -1.187 5.419 0.107
H 2.866 -2.570 -1.053 0.084
H 4.168 -4.443 -2.052 0.096
H 6.207 -5.252 -0.910 0.105
H 6.948 -4.162 1.186 0.108
H 5.638 -2.328 2.158 0.128
H 3.859 0.595 3.347 0.108
H 5.485 2.400 3.373 0.110
H 6.897 2.859 1.393 0.110
H 6.623 1.476 -0.646 0.113
H 4.969 -0.347 -0.681 0.118
```

What is the formula in the first record? C70H62IO14P